[1]
{
  "formula": "C20H21BMnN6",
  "method": "ωB97M-V/def2-TZVPD",
  "species": ["H", "N", "B", "N", "C", "Mn", "H", "C", "H", "C", "H", "C", "H", "H", "H", "N", "N", "N", "N", "C", "C", "H", "H", "C", "C", "C", "C", "H", "H", "H", "H", "H", "C", "C", "C", "C", "C", "C", "C", "C", "C", "C", "H", "H", "H", "H", "H", "H", "H"],
  "xyz": [[-0.0258, 3.0964, 0.8067], [0.2147, 1.7563, -0.8523], [0.7853, 0.8218, -3.1885], [0.5918, 1.9697, -2.1647], [0.7542, 3.2841, -2.3802], [-0.2389, -0.1543, -0.2160], [1.0409, 3.6312, -3.3525], [0.5169, 3.9636, -1.1856], [0.5630, 5.0172, -1.0229], [0.1967, 2.9718, -0.2422], [1.2753, 1.2103, -4.2145], [-2.2052, -2.9160, 1.5170], [-2.5208, -3.2238, 2.5096], [-1.1927, -3.2696, 1.3375], [-2.8972, -3.3600, 0.8075], [-0.6252, 0.2565, -3.4222], [1.6188, -0.3251, -2.5428], [-1.3949, -0.2501, -2.3716], [1.4236, -0.8304, -1.2611], [-1.2785, 0.1727, -4.5928], [2.6364, -0.9754, -3.1285], [-0.8202, 0.5128, -5.5127], [2.8947, -0.7422, -4.1456], [-2.5171, -0.3971, -4.3430], [3.1769, -1.8770, -2.2170], [-2.5475, -0.6492, -2.9578], [2.4121, -1.7416, -1.0459], [-3.2950, -0.5804, -5.0567], [4.0013, -2.5347, -2.3907], [-3.3840, -1.1009, -2.4481], [2.5614, -2.2493, -0.1045], [-2.1897, -1.8285, 1.4430], [0.7158, -2.7107, 4.9549], [1.2207, -2.8056, 3.6502], [0.8224, -1.9138, 2.6627], [-0.0797, -0.8522, 2.9211], [-0.5938, 0.0247, 1.9095], [-1.5083, 0.9933, 2.2630], [-2.0255, 1.0764, 3.5935], [-1.6014, 0.1907, 4.5609], [-0.6160, -0.7822, 4.2746], [-0.2099, -1.7250, 5.2464], [1.0548, -3.3992, 5.7228], [1.9313, -3.5935, 3.4153], [1.1853, -2.0554, 1.6439], [-1.8939, 1.6998, 1.5274], [-2.7532, 1.8486, 3.8370], [-1.9980, 0.2258, 5.5753], [-0.6299, -1.6502, 6.2480]],
  "lowdin_charge": [0.10, -0.05, -0.51, -0.02, -0.07, 0.92, 0.12, -0.05, 0.09, -0.10, 0.12, -0.03, 0.03, 0.01, 0.02, -0.04, -0.02, 0.02, -0.05, -0.08, -0.07, 0.12, 0.12, -0.07, -0.06, -0.13, -0.11, 0.09, 0.09, 0.10, 0.10, -0.01, -0.09, -0.09, -0.07, -0.22, -0.21, -0.17, -0.09, -0.06, -0.17, -0.05, 0.10, 0.10, 0.07, 0.07, 0.09, 0.11, 0.11],
  "gap_ev": [8.17, 8.19],
  "spin_multiplicity": 6,
  "relative_energy_kj_mol": 0.0,
  "energy_ev": -62020.0021
}


[2]
{
  "formula": "C34H46BBr2O12S",
  "method": "ωB97M-V/def2-TZVPD",
  "species": ["C", "C", "O", "C", "C", "C", "C", "C", "C", "C", "Br", "C", "C", "Br", "C", "O", "O", "C", "C", "C", "C", "C", "C", "C", "C", "O", "C", "C", "C", "C", "C", "C", "C", "C", "S", "C", "C", "H", "H", "H", "H", "H", "H", "H", "H", "H", "H", "H", "H", "H", "H", "H", "H", "H", "H", "H", "H", "H", "H", "H", "H", "H", "H", "H", "H", "H", "H", "H", "H", "H", "H", "H", "H", "H", "H", "H", "H", "H", "H", "H", "H", "H", "H", "B", "O", "C", "O", "C", "O", "O", "O", "C", "O", "C", "O", "O"],
  "xyz": [[5.9433, -1.1662, 1.8879], [5.3318, -0.8508, 0.4164], [4.4121, -1.9469, 0.1212], [3.3248, -1.5044, -0.7246], [2.6824, -2.7968, -1.4312], [1.0785, -2.9315, -1.1394], [0.3334, -2.2397, -2.3712], [-1.2976, -2.1342, -2.1884], [-1.7987, -0.6144, -1.9426], [-1.7076, 0.0048, -3.4208], [-0.5695, 1.6341, -3.6498], [-3.0576, 0.0074, -4.2875], [-3.7903, -1.4441, -4.3880], [-4.4614, 1.3131, -3.9483], [-0.7549, -0.2367, -0.7428], [0.2834, 0.4216, -0.7096], [-1.3982, -1.0312, 0.3171], [-2.8457, -1.1104, 0.3719], [-3.6224, -0.7072, 1.7329], [-2.7448, -0.0191, 2.8760], [-3.0208, 1.5051, 3.2541], [-4.2861, 2.2425, 2.6329], [-1.7165, 2.4535, 2.9620], [-3.6649, -2.4533, 0.0139], [-3.0956, -3.8107, 0.6419], [-3.7017, -4.8922, 0.3396], [-1.8422, -3.9676, 1.6065], [-1.7198, -3.3627, 3.0417], [-0.3721, -3.6161, 3.7796], [0.8190, -4.4179, 3.1896], [0.6760, -5.0613, 1.7765], [-0.6528, -4.8190, 1.0279], [-3.0965, -0.2461, -1.0115], [-3.1781, 1.2150, -0.3386], [-2.8355, 2.7277, -1.3233], [-1.1942, 3.4347, -0.7216], [-1.3494, 4.8456, 0.0429], [5.6114, -2.2252, 2.1982], [7.0788, -1.1111, 1.7965], [5.4869, -0.3975, 2.5965], [4.6860, 0.1121, 0.4132], [6.1523, -0.7149, -0.3705], [2.5333, -0.8720, -0.1885], [3.7788, -0.8209, -1.5393], [2.7669, -2.6187, -2.5710], [3.2514, -3.7673, -1.2265], [0.8767, -4.0681, -1.1794], [0.8721, -2.4723, -0.1163], [0.5441, -2.9270, -3.2824], [0.7912, -1.2260, -2.6944], [-1.7027, -2.6063, -3.1593], [-1.5039, -2.8906, -1.3737], [-1.0823, -0.7503, -4.0468], [-2.6962, 0.1838, -5.3753], [-2.9804, -2.1541, -4.8176], [-4.6317, -1.4466, -5.1678], [-4.0851, -1.8737, -3.3759], [-4.6184, -0.1960, 1.4865], [-3.9611, -1.7144, 2.2035], [-1.6084, -0.1021, 2.6639], [-2.8717, -0.6222, 3.8591], [-3.1408, 1.5717, 4.4052], [-5.2328, 1.5838, 2.5222], [-4.0676, 2.8404, 1.6661], [-4.6041, 3.0564, 3.3955], [-0.7432, 1.8506, 2.9116], [-1.5850, 3.1736, 3.8564], [-1.8988, 3.0354, 1.9991], [-3.7306, -2.6435, -1.1273], [-4.7741, -2.3763, 0.3331], [-2.5938, -2.7706, 3.4990], [-0.2473, -3.1512, 4.8164], [1.8242, -4.5735, 3.7208], [1.4932, -5.6654, 1.2514], [-0.7458, -5.2629, -0.0295], [-4.1062, -0.5432, -1.4570], [-2.4680, 1.3618, 0.5652], [-4.2696, 1.3261, 0.0295], [-0.7261, 2.6747, 0.0068], [-0.4405, 3.5880, -1.5625], [-0.7183, 5.6192, -0.5394], [-0.8964, 4.7583, 1.0924], [-2.4429, 5.1616, 0.1038], [5.5639, 4.4811, -0.4520], [4.0962, 4.3688, -0.5064], [3.6051, 5.6084, -0.4783], [2.4273, 5.8748, -0.5096], [4.7087, 6.5726, -0.4051], [4.6019, 7.7746, -0.3655], [5.8722, 5.9198, -0.3888], [6.1032, 3.7738, 0.7226], [6.9431, 2.8436, 0.2682], [7.5592, 2.0809, 0.9749], [6.9939, 2.8965, -1.1966], [7.6585, 2.1860, -1.9121], [6.1837, 3.8605, -1.6362]],
  "lowdin_charge": [-0.08, -0.24, -0.22, -0.22, -0.15, -0.20, -0.18, -0.12, -0.23, -0.61, 0.72, -0.75, -0.16, 0.67, -0.31, 0.11, -0.03, -0.34, -0.12, -0.16, -0.37, -0.11, -0.08, -0.06, -0.28, 0.01, -0.08, -0.01, -0.06, -0.06, -0.06, -0.03, -0.18, -0.45, 0.73, -0.51, -0.17, 0.08, 0.07, 0.07, 0.12, 0.13, 0.12, 0.13, 0.10, 0.11, 0.10, 0.11, 0.12, 0.12, 0.11, 0.10, 0.09, 0.10, 0.08, 0.08, 0.06, 0.12, 0.10, 0.12, 0.11, 0.12, 0.08, 0.07, 0.09, 0.09, 0.09, 0.04, 0.12, 0.15, 0.08, 0.09, 0.09, 0.10, 0.10, 0.12, 0.08, 0.09, 0.07, 0.04, 0.08, 0.07, 0.06, -0.90, 0.24, -0.40, 0.14, -0.40, 0.14, 0.24, 0.24, -0.40, 0.13, -0.40, 0.14, 0.24],
  "gap_ev": 7.88,
  "charge": -1,
  "energy_ev": -212167.5081
}


[3]
{
  "formula": "C2H4CrLiO2",
  "method": "ωB97M-V/def2-TZVPD",
  "species": ["O", "H", "C", "C", "O", "H", "H", "H", "Cr", "Li"],
  "xyz": [[-1.8695, 1.2078, 0.0189], [-2.1475, 1.9200, -0.5560], [0.1358, -0.2659, -1.1555], [0.5317, -0.9396, -0.0211], [0.8101, -0.2818, 1.1207], [0.3512, 0.8105, -1.2063], [-0.0989, -0.8460, -2.0508], [1.1494, -1.8408, -0.1714], [1.7775, -0.6870, 2.7152], [-0.6399, 0.9227, 1.3062]],
  "lowdin_charge": [-0.59, -0.14, -0.06, -0.42, -0.63, 0.05, 0.03, 0.09, 0.23, 0.43],
  "gap_ev": [6.11, 4.63],
  "spin_multiplicity": 5,
  "charge": -1,
  "energy_ev": -34858.8705
}


[4]
{
  "formula": "C16H20Be2K2N4O8S2",
  "method": "ωB97M-V/def2-TZVPD",
  "species": ["K", "K", "Be", "Be", "S", "O", "O", "O", "O", "S", "O", "O", "O", "O", "N", "C", "C", "C", "C", "H", "H", "H", "H", "H", "N", "C", "C", "C", "C", "H", "H", "H", "H", "H", "N", "C", "C", "C", "C", "H", "H", "H", "H", "H", "N", "C", "C", "C", "C", "H", "H", "H", "H", "H"],
  "xyz": [[23.4226, -10.7523, -7.1935], [24.2906, -2.7166, -2.3610], [23.2844, -13.7038, 0.1565], [28.6330, -12.1253, -3.9235], [24.2144, -8.3219, -1.8761], [24.8609, -7.2577, -1.0854], [23.5064, -9.2255, -1.0040], [23.2848, -7.6454, -2.7589], [25.1956, -9.0299, -2.6901], [23.6951, -15.9158, -4.6260], [22.8026, -16.2116, -3.5316], [22.9714, -15.3436, -5.7760], [24.5373, -14.9140, -4.0774], [24.4066, -17.1064, -5.0691], [17.2731, -7.1111, -3.7850], [16.4796, -7.0667, -2.6684], [15.2014, -7.1772, -3.1228], [15.1733, -7.0478, -4.5255], [16.4865, -6.9433, -4.8726], [18.2805, -7.1836, -3.7898], [16.8904, -6.9967, -1.6721], [14.3199, -7.3828, -2.5336], [14.3314, -7.0004, -5.2003], [16.9567, -6.8816, -5.8429], [20.9011, -6.5986, 3.1585], [19.8577, -6.8668, 4.0566], [19.7807, -5.7301, 4.8808], [20.7837, -4.8516, 4.5145], [21.5522, -5.4018, 3.5275], [21.1472, -7.2611, 2.4369], [19.1872, -7.7101, 3.9811], [19.1605, -5.5182, 5.7392], [21.0919, -3.9141, 4.9534], [22.4416, -5.0752, 3.0092], [28.4344, -5.9184, 3.5194], [29.6762, -5.3090, 3.6435], [29.9547, -5.3045, 5.0282], [29.0336, -6.0777, 5.6494], [28.0201, -6.3938, 4.7549], [27.8678, -5.9534, 2.6841], [30.2222, -4.8264, 2.8464], [30.8000, -4.9079, 5.5711], [29.0358, -6.1951, 6.7230], [27.0472, -6.8406, 4.8968], [28.8578, -4.7328, -4.5309], [28.0966, -4.6066, -5.6535], [28.3167, -3.3795, -6.1979], [28.9994, -2.6212, -5.2955], [29.5272, -3.5534, -4.4219], [28.9810, -5.5024, -3.8884], [27.4924, -5.4208, -6.0256], [27.8234, -2.9655, -7.0649], [29.2888, -1.5846, -5.3854], [30.3277, -3.2891, -3.7468]],
  "lowdin_charge": [0.96, 0.97, 0.31, 0.16, 0.19, -0.23, -0.20, -0.24, -0.23, 0.23, -0.09, -0.17, -0.13, -0.12, 0.00, -0.12, -0.11, -0.08, -0.15, 0.15, 0.11, 0.10, 0.10, 0.11, 0.01, -0.06, -0.09, -0.13, -0.10, 0.14, 0.11, 0.10, 0.10, 0.10, 0.01, -0.06, -0.09, -0.11, -0.07, 0.15, 0.11, 0.11, 0.11, 0.11, 0.02, -0.16, -0.15, -0.12, -0.15, 0.15, 0.10, 0.10, 0.10, 0.11],
  "gap_ev": 1.52,
  "relative_energy_kj_mol": 1314.9,
  "charge": 2,
  "energy_ev": -94347.4728
}